# 1
{"formula": "C4H8N2O", "method": "ωB97M-V/def2-TZVPD", "elements": ["C", "C", "C", "N", "O", "C", "N", "H", "H", "H", "H", "H", "H", "H", "H"], "coordinates": [[0.6517, 1.3819, 0.7310], [0.1833, 0.1303, 0.0274], [-1.3005, 0.0017, -0.2342], [-1.9161, -1.1730, 0.0371], [-1.8561, 0.9217, -0.8136], [0.8914, -0.3378, -1.1817], [1.0573, -1.0430, 0.0914], [1.6374, 1.6877, 0.3617], [-0.0526, 2.1978, 0.5622], [0.7465, 1.2140, 1.8113], [-1.4720, -1.9147, 0.5526], [-2.8123, -1.3213, -0.4001], [0.3319, -0.9278, -1.9018], [1.6003, 0.3637, -1.6108], [1.9336, -0.7769, 0.5424]], "mulliken_charge": [-1.31, 1.13, 0.14, -0.37, -0.63, -0.59, -0.69, 0.33, 0.36, 0.30, 0.23, 0.24, 0.27, 0.27, 0.31], "e_homo_ev": -9.592, "gap_ha": 0.391, "energy_ha": -341.94825, "lumo_energy_ev": 1.036, "e_above_lowest_ev": 1.507, "mol_weight_g_mol": 100.12, "smiles": "C[C@@]1(C(N)=O)CN1"}

# 2
{"formula": "C33H31AlClN5O6P2Se2", "method": "ωB97M-V/def2-TZVPD", "elements": ["Al", "O", "Cl", "O", "O", "O", "Se", "P", "C", "C", "C", "C", "C", "C", "C", "C", "C", "C", "C", "C", "C", "C", "N", "N", "N", "P", "Se", "C", "C", "C", "C", "C", "C", "C", "C", "C", "C", "C", "C", "H", "H", "H", "H", "H", "H", "H", "H", "H", "H", "H", "H", "H", "H", "H", "H", "H", "H", "H", "H", "C", "C", "C", "C", "N", "N", "C", "H", "H", "H", "H", "H", "H", "H", "H", "C", "O", "C", "O", "H", "H", "H"], "coordinates": [[0.8741, -0.5595, -0.7409], [-1.1129, 1.2089, -0.7717], [-0.9281, 1.1416, -2.2051], [-2.0385, 0.5461, -2.8588], [0.2618, 0.1935, -2.3889], [-0.5812, 2.3946, -2.7538], [-0.9207, 5.0082, 2.4618], [0.9873, 4.1630, 2.7175], [1.3376, 3.5841, 4.4027], [0.6934, 4.2054, 5.4645], [0.9953, 3.8395, 6.7688], [1.9374, 2.8524, 7.0142], [2.5788, 2.2250, 5.9538], [2.2794, 2.5882, 4.6510], [2.3255, 5.3531, 2.3845], [2.0814, 6.4146, 1.5175], [3.0310, 7.4107, 1.3478], [4.2139, 7.3728, 2.0705], [4.4562, 6.3252, 2.9476], [3.5225, 5.3133, 3.0992], [1.1676, 2.6291, 1.7526], [1.6875, 2.1933, 0.5387], [1.3005, 0.8955, 0.4343], [0.5732, 0.5816, 1.5150], [0.4797, 1.5951, 2.3046], [2.7880, 2.9591, -0.6812], [3.4367, 1.6746, -2.2013], [4.2032, 3.4693, 0.3370], [4.6646, 2.5709, 1.2985], [5.8547, 2.8100, 1.9645], [6.6041, 3.9394, 1.6615], [6.1466, 4.8351, 0.7082], [4.9463, 4.6074, 0.0507], [1.9040, 4.4028, -1.3073], [0.5863, 4.6619, -0.9550], [-0.0765, 5.7539, -1.4987], [0.5722, 6.5838, -2.3966], [1.8813, 6.3079, -2.7793], [2.5396, 5.2121, -2.2520], [-0.0542, 4.9621, 5.2605], [0.4874, 4.3231, 7.5930], [2.1680, 2.5643, 8.0319], [3.3073, 1.4468, 6.1418], [2.7747, 2.0892, 3.8268], [1.1313, 6.4755, 1.0051], [2.8299, 8.2301, 0.6695], [4.9445, 8.1642, 1.9576], [5.3759, 6.2927, 3.5171], [3.7218, 4.5097, 3.7946], [4.1021, 1.6690, 1.5107], [6.2058, 2.1065, 2.7087], [7.5415, 4.1209, 2.1714], [6.7193, 5.7248, 0.4796], [4.5931, 5.3256, -0.6760], [0.0552, 4.0243, -0.2626], [-1.1004, 5.9473, -1.2068], [0.0550, 7.4364, -2.8180], [2.3800, 6.9363, -3.5057], [3.5342, 4.9600, -2.5990], [-2.3575, -4.0595, -2.9497], [-1.8303, -3.3343, -1.7615], [-2.1633, -3.4028, -0.4235], [-1.3552, -2.4664, 0.2329], [-0.5680, -1.8680, -0.6624], [-0.8645, -2.4148, -1.8630], [-1.3312, -2.1270, 1.6825], [-3.1970, -4.6853, -2.6582], [-1.5905, -4.6972, -3.3902], [-2.6991, -3.3578, -3.7111], [-2.9113, -4.0349, 0.0224], [-0.4186, -2.0456, -2.6899], [-0.7037, -2.8325, 2.2313], [-2.3382, -2.1947, 2.0908], [-0.9465, -1.1236, 1.8491], [3.1879, -1.7603, -2.2360], [2.0799, -1.5429, -1.4192], [1.8675, -1.9741, 1.1046], [2.6481, -2.6358, 1.5686], [2.9498, -1.5646, -3.2874], [3.5102, -2.8027, -2.1500], [4.0246, -1.1151, -1.9615]], "mulliken_charge": [-1.01, -0.56, 1.88, -0.70, -0.44, -0.56, -0.34, 0.44, 0.63, -0.85, -0.63, -0.53, -0.79, -0.01, 0.73, -0.26, -0.85, -0.54, -0.82, -0.21, 0.42, -0.43, 1.63, -0.25, -1.05, 0.38, -0.38, 0.52, -0.12, -0.67, -0.58, -0.75, -0.36, 1.01, -0.13, -1.17, -0.66, -0.96, -0.53, 0.35, 0.41, 0.38, 0.43, 0.24, 0.34, 0.46, 0.43, 0.41, 0.34, 0.44, 0.45, 0.41, 0.44, 0.28, 0.67, 0.48, 0.43, 0.44, 0.53, -1.38, 0.89, -1.31, 0.75, 0.98, 0.13, -1.26, 0.34, 0.31, 0.33, 0.48, 0.19, 0.27, 0.44, 0.19, -0.82, -0.25, 0.25, -0.22, 0.29, 0.25, 0.28], "e_homo_ev": -7.853, "gap_ha": 0.303, "energy_ha": -8189.47481, "lumo_energy_ev": 0.390, "e_above_lowest_ev": 0.061, "mol_weight_g_mol": 875.94}

# 3
{"formula": "C6H10O4", "method": "ωB97M-V/def2-TZVPD", "elements": ["C", "C", "C", "C", "C", "C", "O", "O", "O", "O", "H", "H", "H", "H", "H", "H", "H", "H", "H", "H"], "coordinates": [[1.0582, 1.0322, -0.4827], [0.2927, 1.0446, 1.1031], [-0.7897, 2.0179, 1.0098], [-1.8582, -0.8822, -1.4680], [1.6396, -1.9852, 0.5671], [0.3701, -0.3487, -0.7487], [0.7569, 2.0217, -1.0942], [0.7311, 0.5344, 2.1174], [-0.6529, -0.1693, -1.5429], [0.4675, -1.4758, -0.0843], [2.1351, 1.1661, -0.0704], [-0.8145, 2.7189, 0.0781], [-1.8030, 1.4509, 0.9807], [-0.7320, 2.6213, 1.9225], [-2.1552, -1.2092, -0.5123], [-1.7208, -1.7048, -2.0785], [-2.6478, -0.3567, -1.9010], [2.4514, -1.9351, -0.1433], [1.4389, -3.0198, 0.8084], [1.8326, -1.5212, 1.5391]], "mulliken_charge": [0.30, 0.68, -1.09, -0.86, -0.70, 0.27, -0.72, -0.56, -0.22, -0.31, 0.38, 0.30, 0.20, 0.38, 0.36, 0.38, 0.30, 0.35, 0.27, 0.28], "e_homo_ev": [-7.531, -7.530], "gap_ha": [0.288, 0.288], "energy_ha": -535.41234, "lumo_energy_ev": [0.313, 0.313], "e_above_lowest_ev": 5.000, "mol_weight_g_mol": 146.14}

# 4
{"formula": "C29H79N4O13", "method": "ωB97M-V/def2-TZVPD", "elements": ["C", "O", "H", "H", "H", "C", "O", "H", "H", "H", "H", "C", "O", "H", "H", "H", "H", "C", "O", "H", "H", "H", "H", "C", "O", "H", "H", "H", "H", "C", "O", "C", "C", "N", "C", "C", "O", "C", "H", "H", "H", "H", "H", "H", "H", "H", "H", "H", "H", "H", "H", "H", "H", "C", "O", "C", "C", "N", "C", "C", "O", "C", "H", "H", "H", "H", "H", "H", "H", "H", "H", "H", "H", "H", "H", "H", "H", "C", "O", "C", "C", "N", "C", "C", "O", "C", "H", "H", "H", "H", "H", "H", "H", "H", "H", "H", "H", "H", "H", "H", "H", "C", "O", "C", "C", "N", "C", "C", "O", "C", "H", "H", "H", "H", "H", "H", "H", "H", "H", "H", "H", "H", "H", "H", "H"], "coordinates": [[-8.8915, -8.5095, 30.0651], [-7.9546, -7.8071, 29.3009], [-8.8754, -9.5232, 29.7265], [-9.7772, -8.1284, 29.8391], [-8.7425, -8.4675, 31.2703], [-11.2557, -7.9093, 27.6551], [-9.9335, -7.6221, 27.2021], [-11.6619, -7.1656, 28.4130], [-11.1917, -8.8911, 28.1425], [-12.0947, -7.9502, 27.0403], [-9.2247, -7.9050, 27.9509], [-5.8277, -7.4836, 26.5431], [-6.0095, -6.6328, 27.7370], [-4.9779, -7.9995, 26.4275], [-6.0717, -6.8357, 25.5199], [-6.7584, -8.0862, 26.5347], [-6.6084, -6.8855, 28.2726], [-6.3254, -5.7233, 31.8198], [-7.5908, -5.7831, 31.1485], [-5.7131, -4.8993, 31.7189], [-5.6941, -6.6889, 31.4817], [-6.6101, -5.7327, 32.9758], [-7.7349, -6.7419, 30.9802], [-5.2419, -9.8217, 28.9477], [-6.5394, -10.3794, 29.1276], [-5.1238, -9.6373, 27.8847], [-4.3923, -10.5229, 29.2609], [-5.1122, -8.8618, 29.6132], [-7.1185, -9.6219, 29.2025], [-6.6928, -2.5610, 29.4999], [-7.9478, -3.1865, 29.7623], [-8.6581, -3.5767, 28.6037], [-9.9815, -4.3412, 29.0858], [-10.5598, -3.6127, 30.0739], [-11.5995, -4.3936, 30.6994], [-11.2205, -5.5068, 31.6817], [-10.0565, -5.1437, 32.4859], [-9.6712, -6.1267, 33.4120], [-6.0756, -2.3688, 30.4656], [-6.6592, -1.6456, 29.0089], [-5.9980, -3.3937, 28.8794], [-8.0753, -4.3377, 27.8309], [-8.8298, -2.5844, 27.8883], [-9.6468, -5.2620, 29.6174], [-10.5720, -4.5541, 28.0464], [-10.8380, -2.6553, 29.7194], [-12.3690, -4.8709, 30.0995], [-12.2315, -3.5354, 31.4069], [-10.8076, -6.3606, 31.0742], [-12.0179, -5.9942, 32.4154], [-9.1633, -6.8998, 32.8323], [-10.5631, -6.3906, 34.0344], [-9.1100, -5.9517, 34.3519], [-10.3753, -10.3003, 35.4641], [-10.2057, -9.4574, 34.3666], [-11.1074, -9.8331, 33.2658], [-12.2812, -9.1141, 33.2876], [-13.3347, -9.4210, 32.3140], [-12.8517, -9.1310, 30.9339], [-13.9474, -9.7379, 30.0421], [-13.7091, -9.3152, 28.6977], [-14.3500, -9.9042, 27.6819], [-11.3028, -10.5076, 35.9663], [-9.7647, -9.8056, 36.2606], [-9.8867, -11.2943, 35.2213], [-11.1651, -10.8882, 32.9742], [-10.3319, -9.7059, 32.3395], [-12.1007, -8.0645, 33.2310], [-12.6632, -9.3500, 34.1785], [-14.2506, -9.0324, 32.4968], [-11.9375, -9.5095, 30.7668], [-12.9082, -7.9621, 30.7852], [-14.8981, -9.3702, 30.3587], [-14.1356, -10.7843, 30.3435], [-14.2719, -10.9184, 27.5044], [-13.8812, -9.3936, 26.7078], [-15.4732, -9.6584, 27.9963], [-15.1487, -13.2641, 36.0427], [-13.9546, -13.5135, 35.3851], [-13.9861, -13.0948, 33.9857], [-12.6669, -13.5522, 33.3144], [-12.6045, -13.0470, 31.9483], [-11.4718, -13.4351, 31.1006], [-11.7365, -12.9929, 29.7218], [-10.7425, -13.5628, 28.9067], [-9.4800, -12.8126, 28.8644], [-15.4133, -12.3529, 36.0159], [-15.2464, -13.5999, 37.0950], [-15.9683, -13.6934, 35.6046], [-13.9400, -11.9515, 34.2061], [-14.6243, -13.3512, 33.3401], [-12.5735, -14.8268, 33.3031], [-11.9548, -12.9881, 34.0823], [-12.8282, -12.0279, 32.0212], [-11.2977, -14.6151, 30.9838], [-10.8049, -13.1425, 31.6088], [-11.6557, -11.8413, 29.6812], [-12.6450, -13.2049, 29.2859], [-8.8854, -13.1859, 28.0390], [-9.0112, -13.1339, 29.8245], [-9.4066, -11.6014, 28.6219], [-6.8795, -8.7597, 34.2134], [-6.0481, -9.9196, 33.8755], [-6.5745, -10.5895, 32.6917], [-5.6551, -11.6435, 32.2575], [-6.2760, -12.3589, 31.0666], [-5.3315, -13.3284, 30.4607], [-5.9144, -14.0706, 29.3396], [-5.0172, -15.1323, 28.9175], [-5.3819, -15.7288, 27.6185], [-6.3489, -8.1847, 35.1206], [-7.7569, -9.0302, 34.6371], [-7.0964, -7.9333, 33.4217], [-6.4867, -9.8536, 31.8833], [-7.7571, -10.9296, 32.7534], [-5.4648, -12.4912, 32.9719], [-4.7456, -11.0757, 31.9524], [-6.5284, -11.5624, 30.5488], [-5.1437, -14.0568, 31.2175], [-4.4587, -12.8234, 30.0118], [-6.2339, -13.3250, 28.5889], [-6.8378, -14.4949, 29.4528], [-6.5039, -15.7841, 27.6454], [-4.8132, -16.5977, 27.4651], [-5.0250, -15.1005, 26.8509]], "mulliken_charge": [-0.99, 0.10, 1.29, 0.70, -0.96, -0.19, -0.71, -0.03, -0.07, 0.45, 0.05, -0.88, -0.51, 0.46, 0.21, 0.25, 0.45, -0.74, 0.26, 0.35, 0.11, 0.16, -0.54, -0.35, -0.47, 0.15, 0.20, 0.08, 0.14, -0.78, -0.23, -0.65, 1.12, -0.08, -0.94, 0.97, -0.43, -0.40, 0.21, 0.40, 0.18, 0.21, 0.30, -0.81, -0.04, 0.35, 0.24, 0.27, -0.71, 0.20, 0.01, 0.31, 0.35, -0.91, -0.21, 1.94, -1.23, -0.13, 0.68, -1.38, -0.09, -0.81, 0.37, 0.23, 0.31, -0.47, -0.68, -0.24, 0.64, 0.31, -0.10, -0.08, 0.72, 0.39, 0.33, 0.16, 0.26, -1.15, -0.31, -0.65, -0.05, 0.01, -1.34, 0.33, -0.54, -0.31, 0.52, 0.28, 0.46, 0.06, 0.58, 0.26, 0.02, -0.13, 0.14, 1.00, -0.29, 0.43, 0.38, 0.20, -0.09, 0.07, -0.49, 0.81, -0.67, -0.05, -0.50, -0.66, -0.46, -0.67, 0.28, -0.18, 0.02, -0.30, -0.15, 0.35, 0.27, 0.14, 0.42, 0.15, 0.35, 0.56, 0.25, 0.29, 0.27], "e_homo_ev": -5.201, "gap_ha": 0.270, "energy_ha": -2348.66590, "total_charge": -1, "lumo_energy_ev": 2.145, "e_above_lowest_ev": 14.164, "mol_weight_g_mol": 691.97}